ORCA calculation (ωB97M-V/def2-TZVPD) on C3H2IN5O2 in the gas phase.

The geometry in XYZ format:
```
13
Properties=species:S:1:pos:R:3:forces:R:3
O 1.698638 2.174561 0.306352 0.1 0.0 -0.1
N 0.712940 2.771939 0.325538 -0.1 -0.1 0.2
O -0.228208 2.283035 -0.698598 0.1 -0.1 -0.1
C -1.077037 1.306371 -0.116228 -0.1 0.1 0.1
C -0.429146 -0.053290 -0.059769 -0.1 -0.1 0.0
N -0.055828 -0.611322 -1.215594 -0.1 0.1 0.0
N 0.511377 -1.781318 -1.168497 0.1 -0.1 0.0
C 0.664785 -2.334527 0.038552 -0.1 0.2 0.0
I 1.595984 -4.175084 0.114685 0.1 -0.1 0.0
N 0.254916 -1.811450 1.186176 0.1 -0.2 0.0
N -0.307798 -0.628214 1.131346 0.0 0.2 0.0
H -1.372535 1.586465 0.899378 0.0 0.0 0.0
H -1.968091 1.272834 -0.743341 0.1 0.0 0.0
```
Forces are in eV/Å.

## Properties
2S+1: 1
HOMO level: -9.9 eV
structure (SMILES): O=NOCc1nnc(I)nn1
total energy: -22783.5866 eV

Formally, the Mulliken partial charges of the atoms, in units of the elementary charge, are as follows: -0.205, 0.206, -0.250, -0.316, 0.594, -0.234, -0.292, 0.272, 0.154, -0.342, -0.193, 0.341, 0.264